The following is a quantum chemistry calculation of a 8-piece molecular cluster, C37H49F30O14S overall at a distorted geometry, from the OMol25 dataset.

HOMO energy ... -1.2 eV
Gap between HOMO and LUMO ... 3.13 eV
E_LUMO ... 1.9 eV
Total charge ... -1

Structure (XYZ):
```
131
Properties=species:S:1:pos:R:3:forces:R:3
C 3.716 0.721 -1.788 -0.27 -0.28 -0.48
C 2.561 -0.230 -2.145 -0.05 0.36 0.20
C 2.545 -0.526 -3.655 0.34 0.28 0.00
C 2.619 -1.499 -1.251 -0.10 -0.35 -0.20
C 1.628 -2.630 -1.479 -0.29 0.15 0.06
C 0.185 -2.138 -1.206 1.01 0.21 0.09
C -0.646 -2.140 -2.483 -0.52 -0.54 0.09
C -2.129 -1.826 -2.334 0.88 -0.02 -0.09
F -2.804 -2.193 -3.468 -0.05 -0.02 0.19
F -2.648 -2.511 -1.280 -0.33 -0.01 -0.27
C -2.381 -0.319 -2.069 -0.23 0.03 0.08
F -2.053 -0.029 -0.818 0.02 0.04 0.19
F -1.637 0.435 -2.874 0.03 -0.02 -0.34
S -4.191 0.283 -2.328 -0.09 0.31 0.68
F -3.689 1.791 -2.500 -0.12 -0.09 -0.04
F -4.082 0.062 -3.893 -0.03 -0.05 -0.01
F -4.773 -1.182 -2.115 -0.14 0.11 -0.18
F -4.395 0.563 -0.766 -0.06 -0.08 -0.18
F -5.691 0.800 -2.551 0.25 -0.11 -0.08
H 4.623 0.370 -2.291 0.11 -0.04 0.28
H 3.871 0.759 -0.710 0.06 0.07 -0.04
H 3.518 1.726 -2.171 0.06 0.06 0.19
H 1.642 0.317 -1.892 -0.08 -0.16 -0.04
H 3.341 0.036 -4.161 -0.02 -0.04 0.01
H 2.725 -1.585 -3.849 -0.18 -0.01 -0.01
H 1.617 -0.215 -4.142 -0.05 -0.23 0.05
H 3.650 -1.883 -1.316 0.00 0.03 0.03
H 2.487 -1.143 -0.217 0.23 0.03 0.01
H 1.692 -2.989 -2.518 0.05 -0.04 -0.01
H -0.309 -2.728 -0.428 -0.22 0.02 -0.11
H 0.274 -1.117 -0.804 -0.33 0.03 0.00
H -0.203 -1.531 -3.270 -0.06 0.12 0.09
H -0.654 -3.175 -2.855 0.03 0.07 -0.03
C -3.306 -4.363 1.118 0.17 -0.25 -0.15
C -3.539 -5.137 2.396 -0.21 0.39 -0.08
O -3.304 -6.554 2.217 0.03 -0.10 -0.04
C -2.045 -6.953 2.308 -0.11 0.16 0.07
O -1.082 -6.291 2.545 0.02 -0.08 0.03
C -1.986 -8.484 2.125 0.05 0.01 -0.08
F -2.735 -8.891 1.095 0.01 -0.04 0.00
F -2.451 -9.089 3.235 -0.02 -0.02 0.03
F -0.739 -8.890 1.926 0.01 -0.02 0.02
H -3.911 -4.770 0.307 -0.07 0.06 0.03
H -3.570 -3.317 1.265 0.02 0.01 0.01
H -2.262 -4.408 0.808 0.03 0.08 0.08
H -4.580 -5.066 2.704 0.00 -0.14 0.02
H -2.918 -4.768 3.205 0.18 -0.12 -0.02
C -1.837 -0.274 4.764 0.04 -0.21 0.03
C -0.568 0.177 4.073 -0.21 0.31 0.02
O 0.464 -0.821 4.168 0.07 -0.05 -0.05
C 0.380 -1.814 3.284 0.03 0.16 -0.03
O -0.467 -1.965 2.460 -0.12 -0.09 0.01
C 1.591 -2.756 3.443 -0.04 -0.05 -0.06
F 1.814 -3.023 4.745 0.02 -0.03 0.03
F 2.687 -2.171 2.953 0.02 0.00 0.02
F 1.383 -3.896 2.813 0.02 0.00 0.00
H -1.633 -0.542 5.801 -0.01 0.07 0.02
H -2.577 0.526 4.746 0.01 0.02 0.00
H -2.260 -1.146 4.268 -0.01 0.04 -0.06
H -0.154 1.059 4.557 0.09 -0.07 0.02
H -0.747 0.419 3.026 0.02 -0.12 -0.03
C 3.956 6.143 1.155 -0.25 -0.04 -0.11
C 4.234 5.041 2.153 0.30 0.33 0.05
O 3.084 4.184 2.300 0.00 -0.19 -0.07
C 2.969 3.275 1.330 0.21 0.20 0.11
O 3.726 3.126 0.419 -0.22 -0.10 0.01
C 1.720 2.400 1.567 0.04 -0.01 -0.10
F 0.667 3.156 1.910 -0.04 -0.01 0.02
F 1.955 1.543 2.572 0.00 -0.02 0.02
F 1.415 1.715 0.481 -0.01 -0.02 0.02
H 3.073 6.712 1.449 0.04 0.02 0.07
H 4.802 6.821 1.083 0.03 0.00 0.05
H 3.768 5.725 0.166 0.07 -0.01 -0.01
H 4.433 5.446 3.143 -0.18 -0.06 0.05
H 5.095 4.443 1.856 -0.06 -0.06 -0.06
C 5.636 3.948 -8.936 0.18 -0.07 0.12
C 4.558 3.709 -7.901 -0.19 0.17 -0.32
O 5.036 2.870 -6.832 0.03 -0.01 0.10
C 5.741 3.469 -5.887 -0.10 0.05 -0.13
O 6.030 4.630 -5.826 0.05 -0.01 0.04
C 6.120 2.443 -4.801 0.03 -0.07 0.03
F 6.581 1.313 -5.344 0.00 0.00 0.00
F 5.052 2.161 -4.061 0.11 0.08 -0.10
F 7.073 2.943 -4.012 -0.03 -0.02 0.00
H 6.020 2.999 -9.309 -0.06 0.00 -0.05
H 5.231 4.517 -9.772 -0.03 0.00 0.00
H 6.470 4.505 -8.510 -0.04 0.05 0.00
H 3.721 3.166 -8.331 0.03 -0.10 0.08
H 4.179 4.644 -7.490 0.10 0.00 0.10
C -8.556 -1.364 -1.314 -0.08 -0.04 0.28
C -9.350 -0.272 -1.993 0.34 -0.13 -0.29
O -10.567 0.028 -1.271 -0.08 0.06 0.03
C -10.449 0.835 -0.231 0.11 -0.06 -0.14
O -9.455 1.352 0.184 -0.06 0.02 0.04
C -11.841 1.076 0.390 0.03 -0.02 0.06
F -12.529 -0.064 0.509 -0.03 0.01 0.02
F -12.548 1.908 -0.390 -0.03 0.01 -0.02
F -11.729 1.626 1.594 -0.02 0.02 0.01
H -9.169 -2.255 -1.169 0.00 -0.01 -0.11
H -7.688 -1.625 -1.918 0.00 0.02 -0.02
H -8.205 -1.043 -0.334 0.06 0.07 -0.04
H -9.683 -0.590 -2.978 -0.13 0.01 0.05
H -8.761 0.636 -2.114 -0.05 0.05 0.15
C 8.748 5.487 -3.123 0.04 0.00 0.29
C 8.181 6.887 -3.173 0.07 -0.16 -0.44
O 7.715 7.309 -1.871 0.00 0.12 0.10
C 8.626 7.770 -1.033 -0.02 -0.07 -0.20
O 9.800 7.898 -1.221 -0.01 0.04 0.06
C 7.931 8.170 0.286 0.06 -0.05 -0.07
F 7.060 7.226 0.656 0.03 0.04 0.17
F 7.260 9.319 0.123 -0.03 0.01 0.00
F 8.816 8.340 1.261 0.00 -0.02 0.00
H 8.013 4.794 -2.715 -0.01 0.03 -0.09
H 9.016 5.160 -4.126 -0.05 0.00 -0.02
H 9.637 5.447 -2.494 0.04 0.05 -0.05
H 7.301 6.924 -3.811 -0.08 0.00 0.11
H 8.906 7.608 -3.550 0.05 0.03 0.15
C -4.589 -7.106 8.435 -0.15 0.17 -0.03
C -3.533 -6.693 7.434 0.15 -0.34 0.19
O -4.036 -5.693 6.525 0.00 0.09 -0.05
C -4.034 -4.445 6.968 0.07 -0.15 0.05
O -3.671 -4.051 8.036 -0.05 0.03 -0.02
C -4.536 -3.514 5.846 -0.07 0.00 0.02
F -5.630 -4.008 5.255 -0.01 0.02 -0.01
F -3.579 -3.394 4.920 -0.01 0.17 0.03
F -4.827 -2.309 6.322 0.05 0.01 0.00
H -5.489 -7.445 7.921 0.04 -0.07 -0.01
H -4.214 -7.916 9.059 0.02 -0.01 -0.01
H -4.864 -6.272 9.080 0.07 -0.01 0.03
H -3.249 -7.530 6.800 -0.05 0.07 -0.11
H -2.634 -6.321 7.924 -0.05 0.13 0.00
```
Forces are in eV/Å.

=====

The following is a quantum chemistry calculation of a 17-piece molecular cluster, C28H26BCl64NO7S2 overall at a distorted geometry, from the OMol25 dataset.

HOMO energy ... -9.5 eV
Gap between HOMO and LUMO ... 9.14 eV
E_LUMO ... -0.3 eV
Total charge ... 0

Structure (XYZ):
```
129
Properties=species:S:1:pos:R:3:forces:R:3
C 3.292 0.532 1.099 -0.17 1.12 -0.37
C 2.093 1.652 0.775 1.92 -0.17 0.92
O 1.095 1.008 -0.094 -1.54 3.45 0.36
B -0.120 1.837 -0.259 -0.03 -0.65 2.15
O -0.943 2.249 0.913 2.75 0.14 -2.05
C -0.651 2.303 -1.742 -0.51 -0.27 -2.53
C -0.576 3.946 -2.001 -0.27 -1.30 -1.20
S 0.717 4.826 -0.974 -1.74 8.70 2.33
O 0.921 6.236 -1.653 -0.21 -5.35 1.15
O 0.240 5.170 0.491 1.58 -3.03 -4.51
C -2.226 1.890 -2.063 -0.55 1.23 1.18
C -2.712 0.488 -1.378 -2.20 0.96 -0.37
O -1.921 -0.700 -1.718 1.11 0.93 -0.97
S -1.163 -0.581 -3.237 0.54 -4.23 -1.11
O -0.888 -2.070 -3.682 -0.50 5.71 2.33
O 0.338 0.178 -2.929 -1.70 -0.06 0.47
C 0.234 1.642 -2.997 0.65 1.26 0.15
C 1.775 2.230 -3.070 -0.13 -0.86 -0.49
C 2.699 1.136 -3.895 0.25 -0.55 0.50
C 4.153 1.712 -4.388 0.05 0.08 -0.07
C 4.472 3.261 -3.957 0.98 0.39 -0.75
C 4.861 3.481 -2.380 0.70 0.63 -0.28
N 5.102 2.211 -1.594 -0.43 0.73 -0.38
H 3.391 0.461 2.263 -0.09 -0.25 -2.32
H 4.312 0.940 0.637 -2.22 -0.91 1.14
H 3.029 -0.472 0.559 0.37 1.88 1.32
H 2.669 2.557 0.259 -1.45 -1.74 0.66
H 1.648 2.102 1.776 0.68 -1.16 -2.04
H -0.409 2.793 1.564 -0.88 -0.96 -0.93
H -1.596 4.494 -1.817 2.19 -0.91 0.23
H -0.315 4.132 -3.151 -0.29 -0.23 2.66
H 1.987 4.228 -0.962 -1.21 -0.26 -0.15
H -2.486 1.984 -3.224 0.79 -0.47 2.53
H -2.876 2.751 -1.550 1.30 -2.13 -0.99
H -3.816 0.281 -1.781 2.30 0.50 0.81
H -2.835 0.538 -0.193 0.80 0.06 -2.73
H -0.288 1.921 -4.020 0.87 -0.45 1.97
H 1.689 3.281 -3.629 0.46 -2.32 1.29
H 2.282 2.336 -2.002 -1.38 -0.06 -2.18
H 2.097 0.660 -4.797 1.30 1.22 2.21
H 2.937 0.228 -3.157 -0.79 1.99 -1.50
H 4.997 1.004 -3.939 -1.75 1.62 -1.01
H 4.229 1.610 -5.556 -0.19 0.47 2.49
H 3.635 4.037 -4.261 1.57 -1.77 0.51
H 5.436 3.586 -4.582 -2.12 -0.74 1.26
H 5.882 4.098 -2.345 -2.29 -1.34 -0.01
H 4.061 4.201 -1.866 1.57 -1.79 -0.85
H 5.994 1.731 -1.853 -1.49 0.62 0.10
H 4.281 1.566 -1.597 1.19 0.64 -0.32
C -2.216 1.716 4.405 -0.17 -0.17 -0.18
Cl -3.270 0.704 3.385 0.15 0.53 0.49
Cl -0.521 1.207 4.196 -0.35 0.10 0.07
Cl -2.387 3.423 3.925 0.48 -0.73 0.28
Cl -2.686 1.529 6.113 0.27 0.00 -0.35
C -3.116 -2.479 1.121 0.24 -0.15 -0.05
Cl -1.816 -1.287 1.373 -0.11 -0.62 -0.10
Cl -4.552 -1.660 0.457 0.20 -0.19 0.21
Cl -2.563 -3.729 -0.022 -0.14 0.44 0.43
Cl -3.533 -3.239 2.678 0.07 0.22 -0.35
C -1.152 -5.640 -4.155 0.15 0.18 0.01
Cl -0.850 -7.396 -4.115 -0.08 0.32 -0.01
Cl -2.165 -5.180 -2.764 0.23 -0.19 -0.50
Cl 0.400 -4.768 -4.074 -0.37 -0.40 -0.02
Cl -1.993 -5.217 -5.668 0.19 -0.11 0.38
C 3.948 -3.362 -0.949 -0.10 0.00 -0.26
Cl 5.248 -2.170 -0.698 -0.24 -0.24 -0.04
Cl 2.512 -2.543 -1.614 0.32 -0.17 0.18
Cl 4.501 -4.612 -2.092 -0.06 1.07 -0.13
Cl 3.531 -4.123 0.607 0.07 0.34 -0.25
C -5.052 4.773 0.034 0.00 0.04 0.30
Cl -4.110 5.978 -0.881 -0.16 -0.31 0.13
Cl -6.598 5.494 0.549 0.40 -0.18 -0.20
Cl -5.372 3.359 -1.002 -0.11 0.27 0.18
Cl -4.128 4.261 1.468 -0.60 -0.32 -1.04
C 4.002 -8.604 -1.226 -0.04 -0.07 0.10
Cl 3.740 -9.862 0.009 -0.04 0.18 -0.47
Cl 4.195 -7.022 -0.430 -0.14 -1.25 0.16
Cl 5.473 -8.984 -2.157 -0.32 0.09 0.21
Cl 2.601 -8.549 -2.325 0.33 0.06 0.26
C -3.198 7.961 3.346 0.14 0.08 0.04
Cl -2.895 6.205 3.386 0.13 1.28 0.31
Cl -4.211 8.420 4.738 0.21 -0.12 -0.33
Cl -1.646 8.833 3.428 -0.42 -0.23 -0.04
Cl -4.039 8.384 1.834 0.17 -0.14 0.39
C -6.798 3.839 4.746 0.10 0.07 0.13
Cl -8.001 3.967 6.054 0.93 -0.15 -0.12
Cl -5.333 3.035 5.364 -0.67 0.25 -0.13
Cl -7.478 2.885 3.404 0.11 0.19 0.26
Cl -6.379 5.470 4.163 -0.15 -0.40 0.22
C 8.899 4.209 -1.332 0.03 0.06 0.13
Cl 10.622 4.376 -0.909 -0.46 -0.06 -0.13
Cl 7.923 5.259 -0.273 0.24 -0.29 -0.30
Cl 8.655 4.687 -3.031 0.12 -0.08 0.48
Cl 8.396 2.514 -1.115 0.25 0.40 -0.03
C 5.899 -10.494 3.557 0.00 0.00 0.01
Cl 5.294 -8.998 2.803 0.24 -0.31 0.36
Cl 7.324 -11.078 2.660 -0.34 0.16 0.20
Cl 6.356 -10.164 5.248 -0.12 -0.09 -0.39
Cl 4.623 -11.737 3.519 0.61 0.16 -0.04
C 3.199 -0.558 -7.603 -0.02 -0.23 -0.03
Cl 2.048 0.724 -7.149 0.19 -0.26 -0.61
Cl 2.945 -1.981 -6.561 0.04 0.42 -0.23
Cl 2.939 -1.014 -9.306 0.07 0.14 0.44
Cl 4.865 0.039 -7.397 -0.42 -0.49 -0.24
C -12.101 4.969 5.735 -0.06 -0.04 -0.18
Cl -12.706 6.465 4.981 0.14 -0.34 0.19
Cl -10.676 4.386 4.838 -0.96 0.51 0.10
Cl -11.644 5.299 7.426 -0.07 -0.09 -0.39
Cl -13.377 3.726 5.697 0.27 0.33 0.04
C -12.677 0.391 3.654 0.10 0.00 0.00
Cl -12.195 -1.178 2.961 -0.14 0.36 0.16
Cl -11.236 1.235 4.274 -0.40 -0.43 -0.21
Cl -13.450 1.385 2.393 0.19 -0.22 0.32
Cl -13.828 0.123 4.987 0.26 0.06 -0.31
C 0.972 -10.907 5.153 -0.01 0.15 -0.02
Cl 1.811 -10.192 3.753 -0.49 -0.04 0.36
Cl 2.167 -11.355 6.396 -0.29 0.10 -0.28
Cl -0.172 -9.721 5.828 0.49 -0.04 -0.51
Cl 0.083 -12.361 4.633 0.19 0.31 0.14
C -2.028 -10.249 9.229 0.03 -0.09 -0.02
Cl -0.728 -9.057 9.480 -0.30 -0.28 -0.06
Cl -3.464 -9.430 8.565 0.35 -0.19 0.14
Cl -1.475 -11.499 8.086 -0.34 0.05 0.62
Cl -2.445 -11.010 10.785 0.10 0.20 -0.36
C 7.272 4.100 -7.723 -0.01 0.08 -0.12
Cl 6.667 5.596 -8.478 0.15 -0.37 0.20
Cl 8.697 3.517 -8.620 -0.36 0.14 0.24
Cl 7.729 4.430 -6.033 -0.12 -0.12 -0.51
Cl 5.996 2.857 -7.762 0.43 0.48 0.02
```
Forces are in eV/Å.

=====

The following is a quantum chemistry calculation of one molecule with the formula C23H29NO4S at a distorted geometry, from the OMol25 dataset.

HOMO energy ... -8.5 eV
Gap between HOMO and LUMO ... 9.19 eV
E_LUMO ... 0.6 eV
Energy above the lowest of the compared OMol25 structures with the same formula, charge and spin ... 0.00 kJ/mol
Total charge ... 0

Structure (XYZ):
```
58
Properties=species:S:1:pos:R:3:forces:R:3
C -3.496 -1.874 1.886 0.17 0.38 -0.02
C -3.224 -0.470 2.400 -0.17 -0.36 0.41
O -2.445 0.305 1.486 -0.16 0.14 -0.17
C -1.120 0.200 1.561 0.35 0.29 0.01
O -0.543 -0.539 2.318 0.03 -0.21 0.07
C -0.421 1.177 0.617 0.06 -0.04 0.20
C -0.393 0.593 -0.818 -0.13 -0.04 0.10
C -1.734 0.156 -1.336 0.01 0.02 -0.24
C -2.601 1.098 -1.879 0.00 -0.06 -0.04
C -3.855 0.743 -2.339 -0.09 0.07 -0.02
C -4.255 -0.579 -2.278 -0.09 -0.01 -0.02
C -3.386 -1.530 -1.778 0.01 0.01 -0.02
C -2.125 -1.187 -1.305 -0.10 0.03 -0.13
C -1.208 -2.269 -0.816 0.00 0.05 0.03
C -1.133 2.536 0.707 -0.04 0.05 -0.28
C -0.341 3.643 0.016 0.07 -0.10 0.30
C 1.084 3.692 0.560 -0.04 0.43 -0.38
N 1.708 2.394 0.404 -0.24 0.14 0.01
C 2.896 2.311 -0.238 -0.07 0.06 -0.10
O 3.486 3.299 -0.648 0.24 -0.07 -0.01
C 3.495 0.973 -0.441 1.22 0.10 0.00
C 4.823 0.640 -0.425 -0.77 0.41 0.12
C 4.892 -0.735 -0.738 -0.62 -0.27 -0.19
C 3.604 -1.142 -0.955 0.90 -0.24 -0.08
C 3.039 -2.465 -1.294 -0.42 -0.11 0.62
S 2.135 -3.196 0.135 0.12 0.06 -0.13
C 3.522 -3.396 1.282 -0.25 0.10 -0.40
O 2.756 -0.112 -0.769 -0.34 -0.12 -0.10
C 1.027 1.347 1.120 -0.17 -0.52 0.30
H -4.182 -2.377 2.562 -0.08 -0.08 0.07
H -3.937 -1.828 0.894 -0.08 -0.05 -0.05
H -2.571 -2.441 1.838 0.07 -0.09 0.00
H -2.698 -0.514 3.360 -0.14 0.08 -0.12
H -4.155 0.091 2.511 0.13 -0.04 0.01
H 0.296 -0.250 -0.819 0.07 0.06 -0.03
H 0.022 1.356 -1.479 0.07 -0.07 -0.01
H -2.283 2.127 -1.959 0.06 0.12 0.02
H -4.514 1.495 -2.749 -0.05 0.06 -0.04
H -5.233 -0.871 -2.631 -0.07 -0.02 -0.04
H -3.690 -2.568 -1.756 -0.01 -0.10 0.02
H -1.737 -3.217 -0.755 -0.02 -0.08 0.02
H -0.373 -2.398 -1.505 0.12 -0.05 -0.02
H -0.791 -2.045 0.162 0.10 -0.06 0.09
H -2.133 2.454 0.284 -0.02 0.03 0.12
H -1.243 2.794 1.765 -0.06 0.00 0.04
H -0.307 3.474 -1.061 0.01 0.07 -0.07
H -0.827 4.604 0.187 -0.02 0.02 -0.05
H 1.692 4.420 0.021 -0.09 -0.08 0.17
H 1.069 3.959 1.624 0.03 0.00 -0.02
H 5.636 1.301 -0.206 0.12 0.23 0.03
H 5.775 -1.337 -0.810 0.14 -0.20 -0.04
H 3.824 -3.158 -1.591 0.02 0.12 -0.12
H 2.290 -2.385 -2.081 0.06 -0.04 -0.10
H 3.104 -3.762 2.214 0.01 -0.03 0.10
H 4.003 -2.435 1.442 0.09 0.01 0.11
H 4.228 -4.118 0.880 0.11 -0.05 0.08
H 1.557 0.401 1.039 -0.04 0.10 0.08
H 0.993 1.617 2.185 0.02 -0.05 -0.08
```
Forces are in eV/Å.